This record from the OMol25 dataset describes a structure of composition C35H36N7NiO. The level of theory is ωB97M-V/def2-TZVPD.

Expectation value of S²: 3.772
Relative energy (zero: lowest compared OMol25 entry of this formula, charge and spin) (eV): 1.326
Lowest unoccupied orbital energy (alpha / beta) (eV): 0.19 / 0.06
HOMO-LUMO gap (alpha / beta) (eV): 3.64 / 7.69
Highest occupied orbital energy (alpha / beta) (eV): -3.5 / -7.6

ORCA input file:
```
! wB97M-V def2-TZVPD RIJCOSX def2/J DEFGRID3
* xyz 0 4
Ni 18.876 5.887 -6.681
O 19.822 4.150 -6.621
N 25.050 3.173 -5.964
N 18.753 5.506 -9.165
N 16.336 1.420 -10.802
N 20.807 6.964 -7.194
N 20.560 0.187 -5.321
N 16.940 4.797 -6.563
N 18.778 6.133 -4.618
C 24.007 3.129 -6.853
C 26.298 3.516 -6.362
C 17.190 -0.585 -9.766
C 22.938 6.587 -8.308
C 15.785 2.760 -6.027
C 15.652 5.359 -6.811
C 25.432 3.846 -8.587
C 18.898 5.394 -11.978
C 20.880 1.478 -5.182
C 19.365 4.330 -11.166
C 14.519 3.264 -6.276
C 16.644 2.108 -9.646
C 19.204 4.450 -9.801
C 19.586 5.361 -2.427
C 26.514 3.848 -7.745
C 22.568 8.585 -6.960
C 24.170 3.359 -8.184
C 17.658 6.589 -3.888
C 20.542 -0.548 -4.147
C 23.468 7.793 -7.743
C 17.422 1.488 -8.655
C 16.965 3.504 -6.204
C 16.499 0.065 -10.786
C 18.463 5.822 -1.776
C 19.736 5.521 -3.791
C 21.682 6.219 -7.966
C 14.427 4.586 -6.742
C 17.806 0.133 -8.762
C 18.210 6.491 -9.961
C 20.806 0.017 -2.875
C 17.492 6.404 -2.545
C 21.182 1.365 -2.805
C 21.338 2.075 -4.028
C 21.332 8.098 -6.670
C 18.284 6.490 -11.390
H 24.421 8.119 -8.132
H 17.812 7.432 -9.611
H 16.413 3.161 -9.579
H 22.888 9.527 -6.540
H 21.783 3.058 -4.062
H 16.544 6.717 -2.132
H 20.600 5.110 -4.292
H 20.199 4.673 -1.863
H 15.887 1.761 -5.630
H 17.855 3.096 -5.748
H 17.713 7.272 -11.869
H 18.914 5.390 -13.058
H 23.282 3.242 -8.788
H 23.192 2.782 -6.234
H 17.956 1.984 -7.858
H 21.087 1.980 -6.116
H 21.332 1.836 -1.845
H 19.460 3.642 -9.131
H 13.465 4.999 -7.008
H 16.888 7.094 -4.451
H 15.678 6.437 -6.862
H 20.759 8.723 -6.001
H 18.535 -0.308 -8.098
H 25.641 4.252 -9.566
H 27.066 3.581 -5.606
H 18.416 5.744 -0.699
H 20.303 3.305 -6.717
H 17.378 -1.648 -9.760
H 27.491 4.113 -8.122
H 19.733 3.458 -11.686
H 21.347 5.260 -8.335
H 20.744 -0.655 -2.031
H 23.490 5.921 -8.954
H 13.735 2.523 -6.238
H 20.288 -1.589 -4.285
H 16.026 -0.436 -11.618
*
```